Entry 1:
A molecular structure, C38H24BF4IN14O2W, computed with ωB97M-V/def2-TZVPD.

Positions of all 85 atoms, in Å:
W1 0.85 -1.25 0.53
C1 -1.24 -5.29 -0.23
C2 -0.71 -4.63 -1.46
N1 -1.02 -5.13 -2.65
C3 -0.58 -4.56 -3.77
C4 0.25 -3.44 -3.80
C5 0.71 -2.82 -5.09
O1 0.53 -1.40 -5.05
C6 0.59 -2.89 -2.56
C7 1.54 -1.81 -2.47
N2 1.85 -1.13 -1.40
C8 2.80 -0.07 -1.60
C9 2.73 0.79 -2.69
C10 3.71 1.76 -2.85
C11 4.75 1.88 -1.93
C12 4.81 1.04 -0.83
C13 3.83 0.09 -0.68
I1 3.74 -1.23 0.93
C14 0.08 -3.47 -1.40
O2 0.34 -2.92 -0.20
H1 -1.66 -6.26 -0.50
H2 -2.03 -4.69 0.23
H3 -0.46 -5.44 0.52
H4 -0.90 -5.02 -4.69
H5 0.17 -3.27 -5.92
H6 1.77 -3.03 -5.25
H7 -0.15 -1.15 -5.67
H8 2.08 -1.56 -3.37
H9 1.93 0.68 -3.42
H10 3.67 2.42 -3.71
H11 5.51 2.64 -2.07
H12 5.61 1.14 -0.11
C15 1.67 2.46 2.59
C16 1.61 1.70 1.44
N3 1.07 0.49 1.72
N4 0.76 0.49 3.04
C17 1.11 1.66 3.58
B1 0.03 -0.72 3.72
N5 0.95 -1.96 3.57
C18 1.39 -2.89 4.43
C19 1.96 -3.94 3.71
C20 1.82 -3.58 2.39
N6 1.22 -2.38 2.30
N7 -1.20 -1.05 2.81
C21 -2.46 -1.34 3.15
C22 -3.16 -1.69 2.00
C23 -2.24 -1.62 0.98
N8 -1.05 -1.23 1.48
N9 -0.37 -0.38 5.10
C24 -1.30 0.53 5.51
C25 -1.19 0.66 6.86
C26 -0.13 -0.21 7.22
N10 0.36 -0.83 6.16
H13 2.05 3.46 2.70
H14 1.94 1.94 0.44
H15 0.94 1.85 4.63
H16 1.25 -2.73 5.48
H17 2.40 -4.84 4.11
H18 2.12 -4.12 1.50
H19 -2.79 -1.28 4.17
H20 -4.20 -1.97 1.93
H21 -2.36 -1.82 -0.07
H22 -1.96 1.02 4.81
H23 -1.77 1.29 7.51
H24 0.27 -0.41 8.20
F1 -0.52 3.13 -0.44
C27 -1.35 3.67 -1.35
C28 -1.51 5.01 -1.39
F2 -0.85 5.75 -0.53
C29 -2.40 5.64 -2.35
C30 -3.09 4.72 -3.24
C31 -2.90 3.38 -3.19
F3 -3.55 2.61 -4.03
C32 -2.02 2.78 -2.24
C33 -1.84 1.40 -2.17
C34 -1.00 0.74 -1.26
N11 -0.29 0.03 -0.68
C35 -2.47 0.42 -3.01
N12 -2.83 -0.44 -3.67
F4 -3.91 5.21 -4.13
C36 -2.57 7.00 -2.42
C37 -1.87 7.91 -1.57
N13 -1.31 8.65 -0.89
C38 -3.45 7.64 -3.34
N14 -4.13 8.19 -4.09

Its total charge is +3. The HOMO-LUMO gap (spin up / spin down) comes out at 5.496 / 5.673 eV. The lowest unoccupied orbital energy (spin up / spin down) is -10.61 / -10.43 eV. As for the spin multiplicity: 2. The calculation puts the largest force on an atom at 0.50 eV/A.

Results of the Löwdin charge analysis, in e, for atoms 1 through 2: 1.653 0.015

Entry 2:
A molecular structure, C38H24Cl5F5P2RuS at a distorted geometry, computed with ωB97M-V/def2-TZVPD.

Positions of all 76 atoms, in Å:
Ru1 -0.53 -1.02 0.00
C1 0.39 1.83 1.93
C2 1.08 0.62 2.55
P1 1.54 -0.77 1.43
C3 2.63 -1.77 2.45
C4 3.90 -1.32 2.82
C5 4.70 -2.12 3.63
C6 4.23 -3.36 4.07
C7 2.97 -3.80 3.70
C8 2.17 -3.01 2.89
C9 2.60 -0.18 0.04
C10 3.48 -1.12 -0.49
C11 4.25 -0.84 -1.61
C12 4.14 0.40 -2.23
C13 3.26 1.34 -1.73
C14 2.50 1.06 -0.60
P2 -0.86 1.41 0.64
C15 -0.70 2.73 -0.62
C16 0.04 3.89 -0.42
C17 0.08 4.88 -1.40
C18 -0.62 4.72 -2.58
C19 -1.38 3.58 -2.78
C20 -1.42 2.59 -1.80
C21 -2.50 1.75 1.33
C22 -3.58 0.97 0.92
C23 -4.86 1.26 1.35
C24 -5.08 2.33 2.21
C25 -4.01 3.11 2.62
C26 -2.73 2.83 2.18
H1 1.14 2.47 1.49
H2 -0.09 2.42 2.71
H3 0.40 0.13 3.26
H4 1.96 0.92 3.12
H5 4.27 -0.37 2.48
H6 5.68 -1.78 3.92
H7 4.86 -3.98 4.69
H8 2.61 -4.76 4.04
H9 1.18 -3.35 2.60
H10 3.58 -2.09 -0.02
H11 4.93 -1.58 -1.99
H12 4.75 0.62 -3.10
H13 3.17 2.31 -2.20
H14 1.83 1.83 -0.26
H15 0.59 4.06 0.50
H16 0.66 5.78 -1.22
H17 -0.59 5.50 -3.33
H18 -1.96 3.46 -3.68
H19 -2.05 1.72 -1.96
H20 -3.42 0.12 0.26
H21 -5.69 0.65 1.03
H22 -6.08 2.55 2.56
H23 -4.18 3.95 3.29
H24 -1.91 3.48 2.49
F1 1.40 0.18 -6.82
C27 0.65 -0.05 -5.75
C28 1.25 -0.49 -4.57
F2 2.56 -0.69 -4.53
C29 0.47 -0.71 -3.47
F3 1.06 -1.14 -2.35
C30 -0.93 -0.54 -3.50
S1 -1.91 -0.86 -2.16
C31 -1.50 -0.10 -4.72
F4 -2.80 0.10 -4.79
C32 -0.73 0.15 -5.83
F5 -1.27 0.58 -6.96
Cl1 -2.25 -1.20 3.12
C33 -2.46 -2.53 2.01
C34 -1.64 -2.61 0.91
C35 -1.69 -3.77 0.16
Cl2 -0.52 -3.93 -1.15
C36 -2.58 -4.80 0.42
Cl3 -2.59 -6.22 -0.54
C37 -3.45 -4.66 1.50
Cl4 -4.58 -5.90 1.85
C38 -3.39 -3.53 2.31
Cl5 -4.43 -3.37 3.67

Its total charge is +1. The HOMO-LUMO gap (spin up / spin down) comes out at 7.671 / 5.527 eV. The lowest unoccupied orbital energy (spin up / spin down) is -2.15 / -5.81 eV. As for the spin multiplicity: 6. The calculation puts the largest force on an atom at 1.08 eV/A.

Results of the Löwdin charge analysis, in e, for atoms 1 through 2: 0.796 -0.366

Entry 3:
A molecular structure, C38H26BrF6MgN8O5S2SeTe at a distorted geometry, computed with ωB97M-V/def2-TZVPD.

Positions of all 89 atoms, in Å:
Mg1 -1.68 -0.80 1.15
Br1 3.40 4.26 -1.77
C1 1.61 4.82 -1.48
C2 0.85 5.26 -2.55
C3 -0.45 5.66 -2.34
C4 -1.02 5.59 -1.07
C5 -0.23 5.17 0.01
C6 1.08 4.79 -0.20
N1 -2.34 6.11 -0.90
N2 -3.19 5.54 -0.18
C7 -2.99 4.25 0.33
C8 -3.43 4.05 1.63
C9 -3.15 2.90 2.36
C10 -2.43 1.84 1.78
O1 -2.10 0.77 2.39
C11 -2.09 1.99 0.37
N3 -1.47 0.93 -0.20
C12 -1.18 0.95 -1.48
C13 -1.53 2.03 -2.30
C14 -2.15 3.12 -1.75
C15 -2.39 3.16 -0.36
H1 1.28 5.29 -3.54
H2 -1.06 6.03 -3.16
H3 -0.65 5.13 1.00
H4 1.69 4.45 0.63
H5 -3.97 4.87 2.10
H6 -3.47 2.80 3.38
H7 -0.68 0.08 -1.88
H8 -1.33 1.98 -3.36
H9 -2.47 3.94 -2.37
Se1 2.51 -3.86 6.83
N4 2.89 -2.76 5.46
C16 1.78 -2.58 4.78
C17 1.66 -1.77 3.61
C18 2.67 -0.82 3.21
C19 2.54 -0.17 2.05
C20 1.45 -0.56 1.14
N5 0.29 -1.03 1.79
C21 0.45 -1.71 2.92
C22 -0.76 -2.31 3.51
N6 -1.93 -2.07 2.90
C23 -3.04 -2.56 3.43
C24 -3.05 -3.35 4.58
C25 -1.85 -3.62 5.20
C26 -0.68 -3.09 4.67
C27 0.61 -3.27 5.31
N7 0.78 -4.00 6.37
H10 3.49 -0.62 3.90
H11 3.22 0.61 1.74
H12 1.20 0.18 0.39
H13 -3.97 -2.31 2.93
H14 -3.99 -3.73 4.96
H15 -1.80 -4.23 6.09
F1 -2.32 -5.66 -1.36
C28 -1.78 -4.47 -1.63
F2 -0.52 -4.64 -1.99
F3 -2.45 -3.92 -2.65
S1 -1.86 -3.42 -0.12
O2 -1.41 -2.09 -0.52
O3 -1.11 -4.14 0.86
N8 -3.40 -3.41 0.19
S2 -4.33 -2.14 0.11
O4 -5.63 -2.47 0.59
O5 -3.71 -0.93 0.62
C29 -4.62 -1.74 -1.68
F4 -5.25 -2.76 -2.27
F5 -3.49 -1.49 -2.34
F6 -5.39 -0.66 -1.74
C30 5.17 0.73 -5.07
C31 4.47 0.03 -3.94
C32 3.28 -0.65 -4.13
C33 2.62 -1.30 -3.09
C34 1.33 -2.01 -3.41
C35 3.17 -1.28 -1.80
Te1 2.15 -2.33 -0.25
C36 4.39 -0.60 -1.59
C37 5.08 -0.53 -0.26
C38 5.01 0.03 -2.66
H16 4.63 0.59 -6.01
H17 6.18 0.36 -5.20
H18 5.24 1.81 -4.88
H19 2.84 -0.67 -5.12
H20 1.03 -1.81 -4.43
H21 0.53 -1.71 -2.73
H22 1.44 -3.09 -3.28
H23 4.76 -1.32 0.42
H24 4.87 0.42 0.23
H25 6.17 -0.59 -0.39
H26 5.95 0.55 -2.48

Its total charge is -1. The HOMO-LUMO gap comes out at 5.923 eV. The lowest unoccupied orbital energy is 1.81 eV. The calculation puts the largest force on an atom at 1.28 eV/A.

Results of the Löwdin charge analysis, in e, for atoms 1 through 2: 0.537 0.715

Entry 4:
A molecular structure, C38H26Cl2F4NO3SSbZn at a distorted geometry, computed with ωB97M-V/def2-TZVPD.

Positions of all 77 atoms, in Å:
Zn1 1.54 1.43 -0.11
Cl1 4.05 1.16 -0.27
C1 4.48 1.11 1.41
C2 5.83 1.10 1.72
C3 6.23 1.07 3.04
C4 5.28 1.05 4.05
C5 3.94 1.05 3.73
Cl2 2.78 1.01 4.99
C6 3.49 1.08 2.39
S1 1.77 1.05 2.13
H1 6.55 1.13 0.92
H2 7.28 1.06 3.28
H3 5.58 1.03 5.09
C7 -4.43 5.39 0.95
C8 -4.24 5.04 -0.52
C9 -5.55 4.61 -1.18
C10 -6.08 3.33 -0.53
C11 -5.00 2.28 -0.49
C12 -5.33 0.95 -0.38
C13 -4.34 -0.03 -0.42
F1 -4.71 -1.32 -0.35
C14 -3.02 0.30 -0.56
C15 -2.65 1.64 -0.63
C16 -1.24 1.98 -0.71
O1 -0.38 1.06 -0.70
C17 -0.94 3.37 -0.79
C18 -1.96 4.28 -0.74
N1 -3.26 3.97 -0.64
C19 -3.64 2.65 -0.58
C20 0.48 3.95 -0.89
O2 0.58 5.15 -1.02
O3 1.45 3.13 -0.84
H4 -5.19 6.17 1.04
H5 -3.50 5.76 1.38
H6 -4.74 4.52 1.52
H7 -3.84 5.90 -1.05
H8 -5.37 4.43 -2.24
H9 -6.28 5.41 -1.09
H10 -6.93 2.95 -1.09
H11 -6.43 3.55 0.48
H12 -6.37 0.65 -0.30
H13 -2.25 -0.46 -0.62
H14 -1.70 5.33 -0.78
F2 6.66 -4.64 0.78
C21 5.52 -3.98 0.49
C22 4.94 -4.16 -0.75
C23 3.77 -3.48 -1.05
C24 3.18 -2.64 -0.11
C25 3.80 -2.46 1.12
C26 4.97 -3.13 1.43
Sb1 1.41 -1.46 -0.58
C27 0.83 -2.51 -2.38
C28 0.60 -1.73 -3.51
C29 0.29 -2.31 -4.73
C30 0.21 -3.69 -4.80
F3 -0.08 -4.27 -5.98
C31 0.43 -4.49 -3.69
C32 0.75 -3.90 -2.48
C33 0.15 -2.51 0.84
C34 0.40 -2.35 2.19
C35 -0.39 -2.99 3.13
C36 -1.44 -3.78 2.69
F4 -2.21 -4.41 3.60
C37 -1.72 -3.93 1.35
C38 -0.92 -3.29 0.42
H15 5.40 -4.82 -1.47
H16 3.31 -3.61 -2.01
H17 3.38 -1.78 1.85
H18 5.46 -2.99 2.38
H19 0.67 -0.65 -3.43
H20 0.12 -1.71 -5.61
H21 0.36 -5.56 -3.79
H22 0.93 -4.51 -1.61
H23 1.19 -1.70 2.53
H24 -0.21 -2.87 4.19
H25 -2.56 -4.54 1.04
H26 -1.13 -3.40 -0.63

The HOMO-LUMO gap comes out at 7.368 eV. The lowest unoccupied orbital energy is -0.45 eV. The calculation puts the largest force on an atom at 1.14 eV/A.

Results of the Löwdin charge analysis, in e, for atoms 1 through 2: 0.279 0.767

What did the fourth record say?
A molecular structure, C38H26Cl2F4NO3SSbZn at a distorted geometry, computed with ωB97M-V/def2-TZVPD.

Positions of all 77 atoms, in Å:
Zn1 1.54 1.43 -0.11
Cl1 4.05 1.16 -0.27
C1 4.48 1.11 1.41
C2 5.83 1.10 1.72
C3 6.23 1.07 3.04
C4 5.28 1.05 4.05
C5 3.94 1.05 3.73
Cl2 2.78 1.01 4.99
C6 3.49 1.08 2.39
S1 1.77 1.05 2.13
H1 6.55 1.13 0.92
H2 7.28 1.06 3.28
H3 5.58 1.03 5.09
C7 -4.43 5.39 0.95
C8 -4.24 5.04 -0.52
C9 -5.55 4.61 -1.18
C10 -6.08 3.33 -0.53
C11 -5.00 2.28 -0.49
C12 -5.33 0.95 -0.38
C13 -4.34 -0.03 -0.42
F1 -4.71 -1.32 -0.35
C14 -3.02 0.30 -0.56
C15 -2.65 1.64 -0.63
C16 -1.24 1.98 -0.71
O1 -0.38 1.06 -0.70
C17 -0.94 3.37 -0.79
C18 -1.96 4.28 -0.74
N1 -3.26 3.97 -0.64
C19 -3.64 2.65 -0.58
C20 0.48 3.95 -0.89
O2 0.58 5.15 -1.02
O3 1.45 3.13 -0.84
H4 -5.19 6.17 1.04
H5 -3.50 5.76 1.38
H6 -4.74 4.52 1.52
H7 -3.84 5.90 -1.05
H8 -5.37 4.43 -2.24
H9 -6.28 5.41 -1.09
H10 -6.93 2.95 -1.09
H11 -6.43 3.55 0.48
H12 -6.37 0.65 -0.30
H13 -2.25 -0.46 -0.62
H14 -1.70 5.33 -0.78
F2 6.66 -4.64 0.78
C21 5.52 -3.98 0.49
C22 4.94 -4.16 -0.75
C23 3.77 -3.48 -1.05
C24 3.18 -2.64 -0.11
C25 3.80 -2.46 1.12
C26 4.97 -3.13 1.43
Sb1 1.41 -1.46 -0.58
C27 0.83 -2.51 -2.38
C28 0.60 -1.73 -3.51
C29 0.29 -2.31 -4.73
C30 0.21 -3.69 -4.80
F3 -0.08 -4.27 -5.98
C31 0.43 -4.49 -3.69
C32 0.75 -3.90 -2.48
C33 0.15 -2.51 0.84
C34 0.40 -2.35 2.19
C35 -0.39 -2.99 3.13
C36 -1.44 -3.78 2.69
F4 -2.21 -4.41 3.60
C37 -1.72 -3.93 1.35
C38 -0.92 -3.29 0.42
H15 5.40 -4.82 -1.47
H16 3.31 -3.61 -2.01
H17 3.38 -1.78 1.85
H18 5.46 -2.99 2.38
H19 0.67 -0.65 -3.43
H20 0.12 -1.71 -5.61
H21 0.36 -5.56 -3.79
H22 0.93 -4.51 -1.61
H23 1.19 -1.70 2.53
H24 -0.21 -2.87 4.19
H25 -2.56 -4.54 1.04
H26 -1.13 -3.40 -0.63

The HOMO-LUMO gap comes out at 7.368 eV. The lowest unoccupied orbital energy is -0.45 eV. The calculation puts the largest force on an atom at 1.14 eV/A.

Results of the Löwdin charge analysis, in e, for atoms 1 through 2: 0.279 0.767